Model a:
DFT (wB97M-V/def2-TZVPD) results for a 2-piece molecular cluster, CH2Cl2S2 overall.

Output
* SMILES string: S=C(Cl)Cl.S
* lowest unoccupied orbital energy: -1.164 eV
* frontier orbital gap: 8.552 eV

```
! wB97M-V def2-TZVPD RIJCOSX def2/J DEFGRID3
* xyz 0 1
C -1.25 0.02 0.05
S 2.15 -0.40 -0.16
S -1.47 0.67 1.52
Cl -1.17 0.90 -1.39
Cl -1.23 -1.72 -0.22
H 1.20 0.36 -0.83
H 1.79 0.18 1.02
*
```


Model b:
DFT (wB97M-V/def2-TZVPD) results for a 2-piece molecular cluster, CH2Cl2S2 overall.

Output
* SMILES string: S=C(Cl)Cl.S
* lowest unoccupied orbital energy: -0.760 eV
* frontier orbital gap: 8.742 eV

```
! wB97M-V def2-TZVPD RIJCOSX def2/J DEFGRID3
* xyz 0 1
C 1.64 0.45 0.08
S -1.81 -0.90 0.26
S 1.44 -1.12 -0.25
Cl 1.90 1.74 -1.02
Cl 1.63 1.06 1.69
H -2.74 -1.50 -0.60
H -2.06 0.28 -0.16
*
```


Taking the most stable structure as the zero point, the relative energies in kcal/mol are model a 0.0; model b 1.3.


Model a:
DFT (wB97M-V/def2-TZVPD) results for C25H28IrN5O4S3 as an isolated structure.

Output
* lowest unoccupied orbital energy (spin up / spin down): -9.431 / -12.484 eV
* <S²>: 0.759
* frontier orbital gap (spin up / spin down): 8.537 / 5.393 eV

```
! wB97M-V def2-TZVPD RIJCOSX def2/J DEFGRID3
* xyz 3 2
Ir -0.79 -0.13 -0.63
C 3.41 -0.58 0.77
C 1.94 -0.78 0.91
O 1.15 -0.18 0.13
N 1.51 -1.59 1.86
C 0.09 -1.73 2.17
C -0.68 -2.60 1.21
C -0.93 -3.92 1.56
C -1.67 -4.74 0.73
C -2.18 -4.21 -0.44
C -1.90 -2.89 -0.73
N -1.15 -2.09 0.05
H 3.61 0.21 0.05
H 3.88 -1.50 0.42
H 3.86 -0.32 1.73
H 2.19 -2.07 2.43
H -0.33 -0.73 2.21
H 0.02 -2.16 3.17
H -0.54 -4.29 2.50
H -1.87 -5.77 1.00
H -2.79 -4.79 -1.11
H -2.32 -2.45 -1.62
O 1.29 2.91 -2.28
S 0.13 3.25 -1.52
O 0.20 3.80 -0.22
N -0.79 1.76 -1.38
C -1.93 1.85 -1.99
S -2.72 0.31 -1.74
C -2.23 3.09 -2.66
C -3.34 3.47 -3.40
C -3.36 4.74 -3.96
C -2.28 5.61 -3.79
C -1.15 5.24 -3.05
C -1.15 3.98 -2.50
H -4.18 2.79 -3.54
H -4.21 5.06 -4.53
H -2.32 6.59 -4.23
H -0.32 5.92 -2.92
C -3.60 1.15 4.42
C -2.40 0.99 3.50
S -2.90 0.66 1.81
O -1.52 0.75 1.06
C -3.75 2.18 1.37
C -2.96 3.46 1.62
H -3.24 1.34 5.43
H -4.21 0.25 4.45
H -4.23 2.00 4.14
H -1.80 0.13 3.78
H -1.76 1.87 3.47
H -4.69 2.14 1.93
H -4.02 2.04 0.32
H -2.94 3.73 2.67
H -3.44 4.28 1.08
H -1.93 3.37 1.26
N -1.16 -3.11 -6.29
C -0.56 -2.50 -5.53
C 0.17 -1.72 -4.57
C 1.46 -1.25 -4.82
C 2.06 -0.48 -3.84
C 1.40 -0.22 -2.66
N 0.16 -0.70 -2.41
C -0.44 -1.42 -3.37
H 1.95 -1.47 -5.75
H 3.05 -0.06 -3.99
H 1.84 0.40 -1.90
H -1.45 -1.76 -3.20
*
```


Model b:
DFT (wB97M-V/def2-TZVPD) results for C25H28IrN5O4S3 as an isolated structure.

Output
* lowest unoccupied orbital energy (spin up / spin down): -9.380 / -11.729 eV
* <S²>: 0.754
* frontier orbital gap (spin up / spin down): 8.532 / 6.183 eV

```
! wB97M-V def2-TZVPD RIJCOSX def2/J DEFGRID3
* xyz 3 2
Ir -0.21 0.32 0.52
C 0.07 1.60 4.76
C 0.58 0.91 3.54
O -0.11 0.93 2.49
N 1.78 0.34 3.57
C 2.27 -0.35 2.39
C 2.64 0.57 1.25
C 3.93 1.07 1.16
C 4.31 1.87 0.10
C 3.37 2.16 -0.86
C 2.09 1.67 -0.72
N 1.71 0.90 0.32
H -0.98 1.86 4.62
H 0.64 2.51 4.93
H 0.18 0.96 5.64
H 2.34 0.40 4.41
H 1.48 -1.02 2.07
H 3.13 -0.96 2.67
H 4.64 0.80 1.93
H 5.32 2.24 0.03
H 3.61 2.78 -1.72
H 1.32 1.91 -1.43
O -2.18 -1.83 -1.18
S -1.77 -1.97 0.17
O -2.12 -0.86 1.07
N -0.07 -1.91 0.38
C 0.36 -3.08 0.78
S 1.99 -3.44 1.13
C -0.68 -4.12 0.94
C -0.52 -5.46 1.23
C -1.66 -6.25 1.32
C -2.92 -5.72 1.09
C -3.09 -4.37 0.76
C -1.95 -3.61 0.71
H 0.46 -5.90 1.38
H -1.56 -7.30 1.56
H -3.79 -6.36 1.16
H -4.07 -3.97 0.56
C -0.20 -2.63 -3.57
C -0.73 -1.21 -3.73
S 0.29 -0.02 -2.87
O -0.38 0.31 -1.50
C -0.11 1.45 -3.82
C 0.69 1.50 -5.12
H -0.76 -3.29 -4.23
H -0.33 -3.00 -2.55
H 0.85 -2.70 -3.85
H -1.74 -1.07 -3.36
H -0.68 -0.90 -4.77
H 0.13 2.30 -3.18
H -1.19 1.44 -3.98
H 1.76 1.51 -4.94
H 0.42 2.41 -5.66
H 0.46 0.66 -5.78
N 0.52 6.60 0.17
C -0.15 5.68 0.32
C -0.97 4.52 0.53
C -2.31 4.61 0.90
C -3.03 3.43 1.06
C -2.40 2.22 0.86
N -1.11 2.14 0.51
C -0.41 3.27 0.36
H -2.78 5.57 1.05
H -4.07 3.45 1.34
H -2.95 1.29 0.96
H 0.63 3.18 0.09
*
```


Model c:
DFT (wB97M-V/def2-TZVPD) results for C25H28IrN5O4S3 as an isolated structure.

Output
* lowest unoccupied orbital energy (spin up / spin down): -10.909 / -12.171 eV
* <S²>: 0.755
* frontier orbital gap (spin up / spin down): 6.768 / 5.493 eV

```
! wB97M-V def2-TZVPD RIJCOSX def2/J DEFGRID3
* xyz 3 2
Ir 0.25 -0.62 -0.04
C 4.09 -2.45 1.04
C 3.20 -1.26 0.92
O 2.13 -1.36 0.23
N 3.52 -0.14 1.53
C 2.81 1.10 1.27
C 1.52 1.24 2.04
C 1.55 1.94 3.23
C 0.40 2.10 3.99
C -0.78 1.56 3.51
C -0.75 0.88 2.31
N 0.36 0.71 1.58
H 3.97 -3.08 0.16
H 3.79 -3.03 1.92
H 5.13 -2.17 1.15
H 4.38 -0.12 2.06
H 2.67 1.16 0.19
H 3.46 1.93 1.52
H 2.49 2.37 3.55
H 0.43 2.64 4.92
H -1.71 1.65 4.04
H -1.67 0.45 1.91
O 2.39 5.59 -0.55
S 1.89 4.59 0.31
O 2.56 4.16 1.50
N 1.70 3.10 -0.60
C 0.50 2.74 -0.50
S 0.31 1.14 -1.32
C -0.51 3.61 0.12
C -1.89 3.50 0.26
C -2.58 4.53 0.88
C -1.90 5.65 1.37
C -0.52 5.77 1.24
C 0.14 4.74 0.61
H -2.43 2.65 -0.14
H -3.65 4.47 0.98
H -2.46 6.45 1.84
H 0.01 6.64 1.61
C 1.75 -5.68 -2.37
C 0.87 -4.73 -1.57
S 1.16 -3.02 -2.06
O 0.05 -2.27 -1.19
C 0.48 -2.94 -3.73
C -0.95 -3.40 -3.87
H 1.60 -6.68 -1.99
H 2.81 -5.44 -2.27
H 1.49 -5.69 -3.43
H 1.12 -4.74 -0.51
H -0.20 -4.93 -1.69
H 1.19 -3.55 -4.31
H 0.65 -1.91 -4.04
H -1.06 -4.48 -3.73
H -1.28 -3.18 -4.89
H -1.62 -2.89 -3.18
N -5.39 1.42 -2.54
C -4.78 0.69 -1.89
C -4.00 -0.18 -1.05
C -4.56 -1.21 -0.30
C -3.72 -1.99 0.47
C -2.37 -1.72 0.48
N -1.83 -0.71 -0.23
C -2.63 0.04 -0.99
H -5.63 -1.39 -0.34
H -4.10 -2.80 1.07
H -1.69 -2.32 1.08
H -2.20 0.82 -1.60
*
```


Taking the most stable structure as the zero point, the relative energies in kcal/mol are model a 0.0; model b 34.0; model c 40.5.


Model a:
DFT (wB97M-V/def2-TZVPD) results for the molecule C2H3NS3.

Output
* SMILES string: S=CS/C=N\S
* lowest unoccupied orbital energy: -0.473 eV
* frontier orbital gap: 8.587 eV

```
! wB97M-V def2-TZVPD RIJCOSX def2/J DEFGRID3
* xyz 0 1
C 1.55 -0.87 0.11
C -0.89 -0.14 -0.88
H 0.09 -0.80 3.18
H 2.32 -1.59 -0.23
H -1.04 -1.06 -0.27
N 1.41 -1.03 1.37
S 0.26 0.00 2.10
S 0.78 0.36 -0.91
S -2.00 0.68 -1.67
*
```


Model b:
DFT (wB97M-V/def2-TZVPD) results for C2H3NS3 as an isolated structure.

Output
* lowest unoccupied orbital energy (spin up / spin down): -2.267 / -2.273 eV
* frontier orbital gap (spin up / spin down): 5.934 / 5.936 eV

```
! wB97M-V def2-TZVPD RIJCOSX def2/J DEFGRID3
* xyz 0 1
C 0.96 -0.07 -0.23
C 0.66 1.04 0.44
N 0.22 -0.68 -1.08
S -0.97 1.73 0.33
S -2.10 -1.49 0.74
S -2.10 0.17 -0.28
H 2.04 -0.10 -0.18
H 1.37 1.32 1.21
H -0.07 -1.92 -0.96
*
```


Model c:
DFT (wB97M-V/def2-TZVPD) results for the molecule C2H3NS3.

Output
* lowest unoccupied orbital energy (spin up / spin down): -1.003 / -1.363 eV
* frontier orbital gap (spin up / spin down): 6.784 / 5.909 eV

```
! wB97M-V def2-TZVPD RIJCOSX def2/J DEFGRID3
* xyz 0 1
C -1.58 -1.00 -1.34
C 0.97 -0.16 0.00
N -2.23 -0.02 -0.97
S 0.16 -1.55 -0.26
S -2.30 1.32 -0.15
S 1.15 1.15 -1.15
H -1.73 -1.70 -2.17
H 1.45 0.30 0.90
H 1.95 2.02 -0.31
*
```


Taking the most stable structure as the zero point, the relative energies in kcal/mol are model a 0.0; model b 62.7; model c 43.7.


Model a:
DFT (wB97M-V/def2-TZVPD) results for the molecule C6H11NO2S.

Output
* SMILES string: CCN1CCS[C@@H]1C(=O)O
* lowest unoccupied orbital energy: 0.558 eV
* frontier orbital gap: 9.761 eV

```
! wB97M-V def2-TZVPD RIJCOSX def2/J DEFGRID3
* xyz 0 1
C 3.05 -0.23 -0.60
C -0.17 0.60 1.14
C 0.75 1.58 1.82
C 2.06 -0.42 0.51
C -1.35 -0.52 -1.27
C -0.14 -1.09 -0.69
N 0.57 -0.05 0.03
O 2.96 0.88 -1.30
O 3.90 -1.02 -0.88
S 2.35 0.57 1.95
H -0.70 0.04 1.91
H -0.87 1.24 0.65
H 0.94 2.51 1.24
H 0.44 1.89 2.85
H 2.03 -1.44 0.89
H -1.97 -1.35 -1.76
H -1.92 0.07 -0.54
H -1.30 0.05 -2.17
H 0.59 -1.41 -1.41
H -0.56 -1.96 -0.05
H 2.33 1.47 -0.93
*
```


Model b:
DFT (wB97M-V/def2-TZVPD) results for a 2-piece molecular cluster, C6H11NO2S overall.

Output
* lowest unoccupied orbital energy (spin up / spin down): -1.693 / -1.700 eV
* frontier orbital gap (spin up / spin down): 7.087 / 7.075 eV

```
! wB97M-V def2-TZVPD RIJCOSX def2/J DEFGRID3
* xyz 0 1
C 2.55 2.27 0.14
C 3.58 1.54 0.06
C -0.17 -0.20 0.21
C -2.47 -0.35 1.28
C -2.18 -0.63 -1.22
C -1.57 -0.85 0.16
N 0.73 -1.13 0.18
O 0.00 1.03 0.24
O 3.09 -1.96 0.12
S 2.28 -0.80 -0.18
H 2.47 3.35 0.21
H 1.49 1.82 0.15
H 4.55 1.12 0.02
H -2.64 0.72 1.18
H -2.01 -0.54 2.25
H -3.42 -0.87 1.23
H -3.10 -1.20 -1.30
H -1.50 -0.97 -2.00
H -2.40 0.42 -1.38
H -1.39 -1.92 0.29
H 2.13 -0.84 -1.62
*
```


Taking the most stable structure as the zero point, the relative energies in kcal/mol are model a 0.0; model b 103.4.


Model a:
DFT (wB97M-V/def2-TZVPD) results for a 3-piece molecular cluster, C2H10O2 overall.

Output
* SMILES string: CC.O.O
* lowest unoccupied orbital energy: 0.592 eV
* frontier orbital gap: 11.861 eV

```
! wB97M-V def2-TZVPD RIJCOSX def2/J DEFGRID3
* xyz 0 1
C 1.42 1.03 -2.24
C 2.30 0.03 -3.01
H 0.38 0.76 -2.45
H 1.49 2.09 -2.42
H 1.38 0.96 -1.15
H 1.74 -0.27 -3.88
H 3.29 0.53 -2.85
H 2.57 -0.86 -2.43
H -2.59 0.06 1.23
H -1.12 -0.07 1.82
O -2.02 0.13 2.03
H -2.94 -2.23 5.23
H -2.57 -0.82 4.95
O -3.34 -1.35 5.16
*
```


Model b:
DFT (wB97M-V/def2-TZVPD) results for a 3-piece molecular cluster, C2H10O2 overall.

Output
* SMILES string: CC.O.O
* lowest unoccupied orbital energy: 0.552 eV
* frontier orbital gap: 10.857 eV

```
! wB97M-V def2-TZVPD RIJCOSX def2/J DEFGRID3
* xyz 0 1
C 0.31 1.29 -0.92
C -0.03 1.51 0.48
H 1.26 0.62 -0.93
H 0.55 2.17 -1.58
H -0.48 0.86 -1.51
H 0.81 1.79 1.09
H -0.81 2.46 0.53
H -0.48 0.64 1.22
H -1.87 -1.27 1.58
H -0.99 -1.64 0.33
O -1.71 -1.03 0.62
H 1.45 -2.98 -0.83
H 1.22 -1.82 0.19
O 0.76 -2.60 -0.25
*
```


Taking the most stable structure as the zero point, the relative energies in kcal/mol are model a 0.0; model b 4.3.